P) {"formula": "C4H9N", "method": "wB97M-V/def2-TZVPD", "species": ["C", "C", "C", "N", "C", "H", "H", "H", "H", "H", "H", "H", "H", "H"], "positions_angstrom": [[1.1022, -2.1178, 0.3302], [0.2600, -0.9601, 0.8438], [0.3100, 0.2154, 0.2281], [-0.6440, 1.2294, 0.2753], [-1.0872, 1.9016, -0.9352], [1.7943, -1.7182, -0.4004], [0.4901, -2.8540, -0.1792], [1.7233, -2.5117, 1.1377], [-0.5203, -1.2175, 1.5514], [1.1897, 0.4310, -0.3726], [-1.0425, 1.4139, 1.1779], [-2.1042, 2.2492, -0.7762], [-1.0194, 1.1712, -1.7388], [-0.4520, 2.7676, -1.1420]], "nbo_charge": [-0.6242, -0.2505, -0.0048, -0.6639, -0.3952, 0.2023, 0.2125, 0.2045, 0.1892, 0.1708, 0.3840, 0.2033, 0.1956, 0.1763], "e_lumo_ev": 1.2, "homo_ev": -7.66, "smiles": "C/C=C/NC", "gap_ev": 8.90}

---

Q) {"formula": "C4H9N", "method": "wB97M-V/def2-TZVPD", "species": ["C", "C", "N", "H", "H", "H", "H", "H", "C", "C", "H", "H", "H", "H"], "positions_angstrom": [[-0.6544, -1.6200, -1.2916], [0.5551, -1.1579, -1.5987], [0.7711, 0.1591, -2.0311], [-1.4694, -0.9142, -1.3732], [-0.8617, -2.6105, -0.9157], [1.4301, -1.8005, -1.5989], [0.2009, 0.8217, -1.5171], [1.7338, 0.4557, -1.9716], [-0.8828, 0.8586, 2.3602], [0.1530, 1.6648, 2.4882], [-1.4518, 0.5605, 3.2429], [-1.2135, 0.4097, 1.4315], [0.4725, 2.0665, 3.4441], [0.7104, 1.9651, 1.6132]], "nbo_charge": [-0.5132, 0.0083, -0.8166, 0.1848, 0.2105, 0.1870, 0.3699, 0.3704, -0.3800, -0.3892, 0.1893, 0.1966, 0.1964, 0.1857], "e_lumo_ev": 1.0, "homo_ev": -8.47, "smiles": "C=CN.C=C", "gap_ev": 9.48}

---

R) {"formula": "C4H9N", "method": "wB97M-V/def2-TZVPD", "species": ["C", "C", "C", "H", "H", "H", "H", "H", "H", "C", "N", "H", "H", "H"], "positions_angstrom": [[-2.0265, 2.8438, -0.3705], [-1.2632, 2.5731, 0.6184], [-1.0616, 1.1192, 1.0926], [-1.9299, 3.8189, -0.8637], [-2.8705, 2.1861, -0.6256], [-0.5451, 3.2494, 1.1835], [-0.4478, 0.4918, 0.5146], [-0.7063, 1.1586, 2.1738], [-2.0944, 0.7765, 1.3302], [2.3686, -3.9428, -0.8705], [2.9078, -2.7788, -0.7495], [2.2213, -4.6460, -0.1233], [2.2267, -4.5711, -1.7008], [3.2210, -2.2787, -1.6092]], "nbo_charge": [-0.4155, -0.1647, -0.6584, 0.2004, 0.1991, 0.1961, 0.2256, 0.2034, 0.2137, -0.0384, -0.5943, 0.1527, 0.1351, 0.3453], "e_lumo_ev": 1.1, "homo_ev": -9.61, "smiles": "C=CC.C=N", "gap_ev": 10.71}

---

Quick one: most stable of them? P)

---

P) {"formula": "C4H9N", "method": "wB97M-V/def2-TZVPD", "species": ["C", "C", "C", "C", "N", "H", "H", "H", "H", "H", "H", "H", "H", "H"], "positions_angstrom": [[1.8939, -1.2549, 0.7466], [0.4195, -0.9764, 0.4712], [0.0308, 0.0233, -0.3354], [-1.3405, 0.5115, -0.6527], [-1.7478, 1.8625, -0.3223], [2.4692, -0.3761, 0.2861], [2.0052, -1.4545, 1.8158], [2.2031, -2.2071, 0.1412], [-0.4466, -1.5297, 0.9563], [0.8472, 0.5297, -0.8894], [-1.4904, 0.5386, -1.7502], [-1.9757, -0.3237, -0.3284], [-1.1952, 2.4883, -0.8010], [-1.6725, 2.1685, 0.6621]], "nbo_charge": [-0.6446, -0.1809, -0.2091, -0.2612, -0.8167, 0.2203, 0.2239, 0.2159, 0.1953, 0.1712, 0.1958, 0.1893, 0.3476, 0.3531], "e_lumo_ev": 1.2, "homo_ev": -9.20, "smiles": "C/C=C/CN", "gap_ev": 10.41}

---

Q) {"formula": "C4H9N", "method": "wB97M-V/def2-TZVPD", "species": ["C", "N", "C", "C", "C", "H", "H", "H", "H", "H", "H", "H", "H", "H"], "positions_angstrom": [[-1.4370, -0.9185, -0.9271], [1.0342, 0.1842, -1.0144], [0.2659, 0.5872, 0.0626], [-1.0388, -0.1386, 0.1848], [1.0523, 0.2447, 1.4988], [-0.5981, -1.3420, -0.1377], [-2.3063, -1.6535, -0.9172], [-1.0563, -0.6927, -1.9531], [1.4041, 1.0372, -1.3986], [0.0768, 1.7048, 0.1710], [-1.6713, 0.2833, 0.9848], [1.3898, -0.8170, 1.5194], [0.5103, 0.6565, 2.3909], [1.9573, 0.8852, 1.5264]], "nbo_charge": [-0.4404, -1.0187, -0.1084, -0.1198, -0.6210, 0.3399, 0.2324, 0.3008, 0.3265, 0.2248, 0.2579, 0.2165, 0.1860, 0.2235], "e_lumo_ev": -0.6, "homo_ev": -6.37, "gap_ev": 5.75}

---

Quick one: most stable of them? P)